# 1
C2H5BrN2O2 | wB97M-V/def2-TZVPD

```
12
Properties=species:S:1:pos:R:3:forces:R:3
C 1.270 0.417 1.063 2.7 0.2 2.3
C 0.218 -0.119 0.160 -2.2 -0.1 -1.9
N 0.258 -1.306 -0.463 -2.1 1.1 -2.2
N -0.930 0.538 -0.034 0.0 2.1 2.3
O 0.901 1.610 1.613 1.9 -0.4 0.6
O 2.311 -0.151 1.380 -2.5 0.7 -1.2
Br 1.747 1.218 -2.446 -0.4 -0.4 0.7
H 1.138 -1.697 -0.699 1.1 -0.2 0.0
H -0.441 -1.337 -1.350 2.3 -0.2 2.9
H -1.403 0.331 -0.880 -0.6 -0.1 -0.6
H 1.710 1.892 2.192 -2.0 -0.7 -1.4
H -1.337 1.375 0.517 1.8 -1.9 -1.2
```
Forces are in eV/Å.

Computed properties:
LUMO energy = -1.87 eV
ΔE to the lowest compared entry with this formula, charge and spin = 38.7 kcal per mole
calculated total energy = -79272.0378 eV
highest occupied orbital energy = -7.6 eV

natural (NBO) atomic charge list, values in e, 4 entries: number 1, C, carries 0.7200; number 2, C, carries 0.4882; number 3, N, carries -0.6931; number 4, N, carries -0.7015

# 2
C9H13N3O | wB97M-V/def2-TZVPD

```
26
Properties=species:S:1:pos:R:3:forces:R:3
C 1.752 3.295 -0.070 -0.6 0.8 0.3
N 1.750 2.166 -0.127 -0.4 -0.7 -0.9
C 1.811 0.809 -0.369 2.9 -1.9 -0.4
C 3.014 0.276 -1.013 -2.4 0.4 1.1
C 3.306 -1.060 -0.955 -1.5 0.1 0.4
C 2.461 -1.957 -0.246 0.1 2.7 -1.0
C 1.249 -1.482 0.243 1.2 0.4 0.4
C 0.960 -0.097 0.213 -0.7 -1.3 -0.2
N -0.262 0.368 0.768 -1.2 -0.4 2.4
C -0.225 0.289 2.358 0.0 -1.8 -1.7
N -1.409 -0.298 0.065 -0.6 1.8 -0.8
O -1.398 0.468 -1.195 0.9 0.4 2.1
C -2.455 0.260 -2.089 -1.3 1.9 -2.0
H 1.568 4.353 0.004 0.3 0.2 0.0
H 3.544 0.955 -1.603 1.2 0.9 -0.6
H 4.128 -1.455 -1.501 0.7 -0.1 -0.2
H 2.900 -2.900 -0.189 -0.3 -1.9 0.5
H 0.633 -2.120 0.861 -0.3 -0.2 -0.2
H 0.593 0.924 2.631 0.2 0.8 0.0
H -1.181 0.649 2.667 -0.4 0.3 0.6
H 0.051 -0.712 2.830 -0.7 0.9 -1.1
H -1.208 -1.254 -0.228 0.0 -0.5 0.3
H -2.414 -0.224 0.495 2.3 0.1 -0.3
H -3.417 0.065 -1.642 -0.2 -0.5 0.4
H -2.141 -0.432 -2.839 -0.2 -0.9 -0.3
H -2.656 1.248 -2.682 0.8 -1.4 1.4
```
Forces are in eV/Å.

Computed properties:
LUMO energy = -8.10 eV
SMILES string = C#[N+]c1ccccc1N(C)[NH2+]OC
ΔE to the lowest compared entry with this formula, charge and spin = 122.8 kcal per mole
calculated total energy = -16038.8228 eV
highest occupied orbital energy = -17.2 eV
total charge = +2

natural (NBO) atomic charge list, values in e, 4 entries: number 1, C, carries 0.4762; number 2, N, carries -0.1709; number 3, C, carries 0.0332; number 4, C, carries -0.1219

# 3
C4H9ClN | wB97M-V/def2-TZVPD

```
15
Properties=species:S:1:pos:R:3:forces:R:3
C 0.636 -1.376 0.058 -2.3 -2.5 -0.7
N 0.449 0.026 0.034 2.7 2.9 -1.4
C -0.402 0.672 -1.011 0.0 2.0 -3.0
C -1.554 0.841 -0.014 0.5 0.6 0.9
Cl -2.752 -0.407 -0.060 -0.4 -0.7 0.0
C -0.436 0.652 1.054 -1.0 -1.5 2.8
H 1.209 -1.593 0.888 1.5 -0.7 1.6
H -0.329 -1.893 0.213 0.2 0.5 0.1
H 0.980 -1.855 -0.846 0.7 0.6 -0.4
H 1.397 0.536 -0.031 -1.6 -1.4 0.5
H -0.511 0.105 -2.054 0.2 1.3 2.5
H 0.064 1.775 -1.127 -1.0 -2.6 -0.3
H -2.098 1.784 0.097 0.5 -0.1 -0.5
H 0.059 1.574 1.363 -0.4 0.0 0.1
H -0.648 -0.041 2.002 0.5 1.5 -2.2
```
Forces are in eV/Å.

Computed properties:
LUMO energy = -3.69 eV
SMILES string = C[N@H+]1C[C@@H](Cl)C1
ΔE to the lowest compared entry with this formula, charge and spin = 15.8 kcal per mole
calculated total energy = -18298.0517 eV
highest occupied orbital energy = -15.2 eV
total charge = +1

natural (NBO) atomic charge list, values in e, 4 entries: number 1, C, carries -0.4375; number 2, N, carries -0.3620; number 3, C, carries -0.2344; number 4, C, carries -0.2692

# 4
C4H12BNS | wB97M-V/def2-TZVPD

```
19
Properties=species:S:1:pos:R:3:forces:R:3
C -3.238 0.076 -0.115 0.6 -1.1 -2.1
N -1.978 -0.008 -0.317 -2.2 1.7 2.6
C -1.642 -0.789 -1.441 4.6 -2.6 2.7
H -3.848 0.648 0.567 0.7 0.3 0.6
H -3.811 -0.497 -0.873 -0.6 0.3 0.5
H -0.482 -0.778 -1.427 -1.8 0.0 -1.0
H -1.881 -1.854 -1.295 -0.2 0.3 -0.1
H -2.090 -0.424 -2.261 -1.1 1.2 -3.3
C 1.620 1.355 -1.492 -2.2 0.4 3.7
B 1.405 1.205 0.151 1.8 0.5 -0.5
S 2.719 0.501 1.186 -1.4 0.2 -0.1
C 1.934 0.498 2.865 -0.2 2.2 -2.9
H 2.208 2.200 -1.785 0.3 0.3 -0.2
H 0.545 1.523 -1.608 0.1 0.1 -1.3
H 1.912 0.424 -1.864 0.6 -1.2 -1.0
H 0.481 1.679 0.754 0.0 -0.2 -0.3
H 1.663 1.472 3.196 0.8 1.1 0.4
H 2.611 -0.010 3.397 2.3 -1.5 2.6
H 1.008 0.067 2.900 -2.2 -2.0 -0.5
```
Forces are in eV/Å.

Computed properties:
LUMO energy = 0.84 eV
SMILES string = C=NC.CBSC
ΔE to the lowest compared entry with this formula, charge and spin = 42.2 kcal per mole
calculated total energy = -17342.2396 eV
highest occupied orbital energy = -9.4 eV

natural (NBO) atomic charge list, values in e, 4 entries: number 1, C, carries -0.0578; number 2, N, carries -0.3885; number 3, C, carries -0.4459; number 4, H, carries 0.1857

no.,F_max (eV/Å)
1,3.7
2,3.5
3,4.2
4,5.9